Entry from the OMol25 dataset: one molecule with the formula C5H3NO (ωB97M-V/def2-TZVPD).

Structure (XYZ):
```
10
Properties=species:S:1:pos:R:3
C 2.515 -0.134 0.477
C 1.311 0.064 0.497
C -0.054 -0.042 0.152
C -0.885 1.017 0.024
O -2.068 0.585 -0.406
N -2.038 -0.782 -0.569
C -0.835 -1.171 -0.256
H 3.269 0.637 0.085
H -0.806 2.073 0.307
H -0.575 -2.232 -0.321
```

Output
- ΔE to the lowest compared entry with this formula, charge and spin: 3.351 eV
- SMILES: C#Cc1cnoc1
- Spin multiplicity: 1
- Total charge: 0
- LUMO level: 0.64 eV
- Kohn-Sham gap: 10.12 eV

Atom charges from the Mulliken analysis, given in e for atoms 1 to 6:
1. C -0.39
2. C -0.47
3. C 0.71
4. C -0.16
5. O -0.17
6. N -0.35

Entry from the OMol25 dataset: CH3N3O6P2 as an isolated structure (ωB97M-V/def2-TZVPD).

Structure (XYZ):
```
15
Properties=species:S:1:pos:R:3
C -0.765 0.274 -0.156
N -1.880 0.884 -0.412
N 0.297 1.130 0.085
N -0.615 -1.015 -0.145
O 2.650 0.566 0.943
O 1.790 -0.597 -1.125
O 1.720 -1.982 1.061
O -2.986 0.006 -0.675
O 2.545 1.925 -1.175
O 0.841 -2.984 -1.088
P 1.948 0.851 -0.355
P 0.893 -1.740 -0.298
H 0.010 2.069 -0.050
H 2.150 -1.196 1.274
H -2.494 -0.907 -0.602
```

Output
- ΔE to the lowest compared entry with this formula, charge and spin: 0.000 eV
- Spin multiplicity: 1
- Total charge: -2
- LUMO level: 6.60 eV
- Kohn-Sham gap: 6.89 eV

Atom charges from the Mulliken analysis, given in e for atoms 1 to 6:
1. C 0.72
2. N -0.73
3. N -0.22
4. N -0.61
5. O -0.86
6. O -0.36

Entry from the OMol25 dataset: C11H26Cl2N4Ru as an isolated structure (ωB97M-V/def2-TZVPD).

Structure (XYZ):
```
44
Properties=species:S:1:pos:R:3
Ru 0.011 -0.009 -0.038
C 1.619 1.538 -1.557
C 2.708 0.659 -0.953
N 2.191 -0.168 0.180
C 2.522 -1.624 0.123
C 1.472 -2.385 -0.649
N 0.171 -2.187 0.053
C -1.026 -2.661 -0.693
C -1.580 -1.527 -1.550
C -2.673 -0.655 -0.944
N -2.154 0.159 0.194
C -2.482 1.617 0.150
C -1.437 2.382 -0.627
N -0.133 2.179 0.067
C 1.063 2.658 -0.681
H 0.780 0.909 -1.960
H 2.041 1.970 -2.469
H 3.536 1.285 -0.619
H 3.099 -0.009 -1.721
H 2.536 0.202 1.062
H 2.545 -1.989 1.152
H 3.513 -1.794 -0.301
H 1.753 -3.442 -0.694
H 1.372 -2.040 -1.680
H 0.216 -2.622 0.971
H -1.779 -2.999 0.020
H -0.761 -3.522 -1.308
H -1.995 -1.941 -2.473
H -0.737 -0.893 -1.933
H -3.504 -1.284 -0.620
H -3.059 0.021 -1.707
H -2.491 -0.219 1.076
H -2.497 1.974 1.182
H -3.476 1.789 -0.266
H -1.720 3.438 -0.664
H -1.345 2.042 -1.661
H -0.176 2.617 0.984
H 1.816 2.984 0.037
H 0.799 3.529 -1.282
Cl -1.638 -0.207 5.091
C -0.037 0.028 4.509
Cl -0.015 -0.040 2.623
H 0.620 -0.777 4.820
H 0.335 1.015 4.759
```

Output
- Expectation value of S²: 1.00
- ΔE to the lowest compared entry with this formula, charge and spin: 1.288 eV
- Spin multiplicity: 2
- Total charge: +3
- LUMO level (spin up / spin down): -13.69 / -13.03 eV
- Kohn-Sham gap (spin up / spin down): 6.50 / 7.17 eV

Atom charges from the Mulliken analysis, given in e for atoms 1 to 6:
1. Ru 0.16
2. C -0.06
3. C -0.78
4. N -0.08
5. C -0.94
6. C -0.33

Entry from the OMol25 dataset: a 3-piece molecular cluster, CH6N2O overall (ωB97M-V/def2-TZVPD).

Structure (XYZ):
```
10
Properties=species:S:1:pos:R:3
C -0.902 0.511 -1.654
N -0.449 2.602 0.952
N 1.336 -1.856 1.417
O -1.457 3.175 0.958
H -1.417 0.101 -0.898
H 0.060 0.183 -1.852
H -1.523 0.779 -2.563
H 0.542 -1.510 1.011
H 2.153 -1.252 1.521
H 1.659 -2.732 1.107
```

Output
- ΔE to the lowest compared entry with this formula, charge and spin: 7.370 eV
- Spin multiplicity: 1
- Total charge: 0
- LUMO level (spin up / spin down): -2.11 / -2.10 eV
- Kohn-Sham gap (spin up / spin down): 4.83 / 4.83 eV

Atom charges from the Mulliken analysis, given in e for atoms 1 to 6:
1. C -0.74
2. N 0.19
3. N -0.61
4. O -0.12
5. H 0.22
6. H 0.24

Entry from the OMol25 dataset: C22H24BrF4N3OP2PdS as an isolated structure (ωB97M-V/def2-TZVPD).

Structure (XYZ):
```
59
Properties=species:S:1:pos:R:3
Pd 1.594 0.521 -0.274
N 4.135 0.717 -0.720
N 4.579 2.040 -0.909
C 3.735 3.045 -1.138
N 4.147 4.282 -1.262
S 2.022 2.720 -1.299
H 4.650 0.304 0.065
H 4.328 0.153 -1.559
H 5.588 2.217 -0.888
H 5.125 4.548 -1.182
H 3.507 5.041 -1.470
F -2.778 0.732 5.251
C -2.385 0.689 4.013
C -3.302 0.513 2.962
F -4.578 0.367 3.194
C -2.830 0.493 1.645
F -3.691 0.360 0.643
C -1.481 0.628 1.306
P -1.001 0.542 -0.486
C -1.842 -0.921 -1.228
C -3.118 -0.825 -1.792
C -3.735 -1.973 -2.283
C -3.076 -3.190 -2.236
C -1.790 -3.281 -1.729
C -1.168 -2.143 -1.218
C -1.819 1.995 -1.217
C -2.014 3.168 -0.482
C -2.687 4.228 -1.081
C -3.084 4.177 -2.409
C -2.878 3.016 -3.150
C -2.205 1.953 -2.562
C -0.589 0.804 2.373
Br 1.280 1.131 2.156
C -1.025 0.824 3.694
F -0.128 0.971 4.645
H -3.682 0.097 -1.767
H -4.756 -1.906 -2.635
H -3.568 -4.079 -2.623
H -1.251 -4.218 -1.772
H -0.139 -2.196 -0.873
H -1.698 3.239 0.550
H -2.957 5.088 -0.477
H -3.571 5.024 -2.875
H -3.203 2.957 -4.179
H -1.931 1.107 -3.183
C 2.417 -4.313 0.121
P 2.340 -2.838 1.183
C 4.010 -2.479 1.820
C 1.250 -3.111 2.619
O 1.808 -1.650 0.381
H 2.943 -5.112 0.642
H 2.953 -4.071 -0.798
H 1.410 -4.644 -0.123
H 4.197 -3.117 2.680
H 4.055 -1.437 2.137
H 4.768 -2.688 1.070
H 1.423 -4.110 3.017
H 0.206 -3.017 2.327
H 1.490 -2.376 3.387
```

Output
- Expectation value of S²: 6.04
- Spin multiplicity: 5
- Total charge: +4
- LUMO level (spin up / spin down): -12.00 / -16.19 eV
- Kohn-Sham gap (spin up / spin down): 7.66 / 3.51 eV

Atom charges from the Mulliken analysis, given in e for atoms 1 to 6:
1. Pd -0.12
2. N -0.48
3. N -0.20
4. C 0.71
5. N -0.35
6. S -0.23

Entry from the OMol25 dataset: a 7-piece molecular cluster, C11H36N2O12 overall (ωB97M-V/def2-TZVPD).

Structure (XYZ):
```
61
Properties=species:S:1:pos:R:3
C -22.008 24.409 16.953
O -22.686 24.378 17.958
N -22.341 23.727 15.803
N -20.740 24.964 16.982
H -21.673 23.685 15.058
H -23.088 23.056 15.895
H -20.068 24.832 16.247
H -20.382 25.152 17.899
C -20.506 18.360 17.091
C -20.505 19.316 15.934
O -20.942 20.606 16.444
O -21.779 17.769 17.323
H -20.133 18.895 17.970
H -19.775 17.560 16.890
H -21.211 19.024 15.157
H -19.484 19.450 15.582
H -20.739 21.273 15.772
H -21.633 17.071 17.968
C -18.769 14.570 18.773
C -17.402 15.239 18.781
O -16.577 14.743 17.719
O -19.156 14.151 17.470
H -19.535 15.259 19.147
H -18.755 13.701 19.441
H -16.851 15.054 19.696
H -17.529 16.313 18.605
H -17.156 14.591 16.964
H -19.749 13.405 17.572
C -20.739 22.557 11.523
C -20.539 23.115 12.908
O -20.606 22.084 13.916
O -21.897 21.760 11.411
H -19.897 21.947 11.194
H -20.740 23.411 10.826
H -21.315 23.857 13.123
H -19.563 23.595 13.008
H -20.530 21.267 13.402
H -22.633 22.173 11.875
C -22.775 16.370 21.988
C -21.814 17.539 21.989
O -21.732 18.181 20.724
O -24.087 16.747 21.607
H -22.791 15.952 23.000
H -22.404 15.554 21.359
H -20.852 17.091 22.268
H -22.049 18.290 22.747
H -22.635 18.167 20.386
H -24.283 16.504 20.699
C -24.399 19.052 15.846
C -24.706 20.530 16.007
O -23.748 21.202 16.784
O -25.434 18.490 15.038
H -24.352 18.573 16.830
H -23.401 18.901 15.417
H -25.641 20.651 16.553
H -24.866 20.913 14.986
H -22.841 20.920 16.570
H -25.538 17.570 15.289
O -19.927 19.531 12.619
H -20.668 19.094 12.188
H -19.173 18.952 12.475
```

Output
- ΔE to the lowest compared entry with this formula, charge and spin: 0.092 eV
- SMILES: NC(N)=O.OCCO.OCCO.OCCO.OCCO.OCCO.O
- Spin multiplicity: 1
- Total charge: 0
- LUMO level: 0.02 eV
- Kohn-Sham gap: 9.31 eV

Atom charges from the Mulliken analysis, given in e for atoms 1 to 6:
1. C 0.52
2. O -0.62
3. N -0.40
4. N -0.44
5. H 0.24
6. H 0.28

Entry from the OMol25 dataset: one molecule with the formula C21H23N3O4 (ωB97M-V/def2-TZVPD).

Structure (XYZ):
```
51
Properties=species:S:1:pos:R:3
C 2.055 3.453 0.243
O 3.208 2.788 0.686
C 3.100 1.387 0.595
C 4.401 0.751 1.089
C 5.606 1.162 0.236
C 5.578 0.511 -1.146
C 5.391 -1.001 -1.024
N 4.201 -1.286 -0.245
C 3.086 -1.679 -0.890
O 3.071 -1.953 -2.079
C 1.812 -1.777 -0.123
N 1.673 -2.112 1.137
O 0.352 -2.123 1.414
C -0.336 -1.794 0.309
C 0.538 -1.565 -0.713
H 0.333 -1.290 -1.724
C -1.822 -1.719 0.392
O -2.215 -0.482 -0.160
C -3.546 -0.185 -0.210
C -4.559 -0.990 0.246
C -5.899 -0.564 0.139
C -6.986 -1.341 0.588
C -8.258 -0.855 0.450
C -8.436 0.409 -0.138
N -7.456 1.156 -0.565
C -6.196 0.700 -0.440
C -5.129 1.504 -0.899
C -3.843 1.073 -0.787
H -3.013 1.670 -1.130
H -5.367 2.460 -1.337
H -9.430 0.820 -0.261
H -9.115 -1.422 0.781
H -6.800 -2.309 1.034
H -4.369 -1.954 0.692
H -2.124 -1.799 1.445
H -2.269 -2.550 -0.175
C 4.280 -0.779 1.104
H 5.175 -1.205 1.568
H 3.410 -1.106 1.673
H 6.251 -1.451 -0.519
H 5.268 -1.459 -2.007
H 4.759 0.922 -1.738
H 6.509 0.721 -1.674
H 5.616 2.248 0.139
H 6.518 0.859 0.756
H 4.561 1.103 2.112
H 2.888 1.094 -0.445
H 2.259 1.035 1.216
H 1.178 3.171 0.839
H 2.245 4.519 0.358
H 1.846 3.230 -0.811
```

Output
- ΔE to the lowest compared entry with this formula, charge and spin: 3.784 eV
- SMILES: COC[C@@H]1CCCN(C(=O)c2cc(COc3ccc4ncccc4c3)on2)C1
- Spin multiplicity: 1
- Total charge: 0
- LUMO level: 0.24 eV
- Kohn-Sham gap: 8.94 eV

Atom charges from the Mulliken analysis, given in e for atoms 1 to 6:
1. C -0.76
2. O -0.39
3. C -0.96
4. C 0.68
5. C -1.19
6. C -0.50

Entry from the OMol25 dataset: a 2-piece molecular cluster, C4H6N2O overall (ωB97M-V/def2-TZVPD).

Structure (XYZ):
```
13
Properties=species:S:1:pos:R:3
C -0.479 1.952 -1.663
O -0.626 1.975 -0.229
C -0.339 0.884 0.401
C -0.513 0.839 1.945
N -0.171 -0.427 2.064
C 0.491 -1.032 0.875
N 0.152 -0.202 -0.152
H 0.519 1.597 -1.923
H -0.640 2.979 -1.987
H -1.227 1.283 -2.092
H 1.857 -4.945 -0.485
H -0.069 -0.873 2.968
H 1.734 -4.270 -0.200
```

Output
- ΔE to the lowest compared entry with this formula, charge and spin: 6.753 eV
- Spin multiplicity: 1
- Total charge: 0
- LUMO level: -1.64 eV
- Kohn-Sham gap: 7.37 eV

Atom charges from the Mulliken analysis, given in e for atoms 1 to 6:
1. C -0.60
2. O -0.29
3. C 0.86
4. C -0.46
5. N 0.05
6. C -0.24

Largest force on an atom for the records above, in order: 3.40 4.18 3.71 3.83 2.85 1.74 1.07 0.60 eV Å⁻¹